# 1
# C2H9N2O

A 2-piece molecular cluster, C2H9N2O overall (ωB97M-V/def2-TZVPD, the OMol25 dataset).

The geometry in ORCA input format:
```
! wB97M-V def2-TZVPD RIJCOSX def2/J DEFGRID3
* xyz -1 1
C 0.86887 -1.52570 0.27979
N -0.09966 -0.56338 -0.26919
C 0.58407 0.35568 -1.28774
O 1.62390 -0.14585 -1.92127
H 1.33976 -2.14677 -0.47923
H 0.40560 -2.06468 1.11030
H 1.68563 -0.95840 0.73888
H -0.76681 -1.14047 -0.77482
H 0.85723 1.27527 -0.69902
H -0.30501 0.63103 -1.93309
N -1.65966 1.75230 1.18058
H -2.23097 1.57619 1.98942
H -1.56217 0.92716 0.59222
H -0.74078 2.02762 1.47316
*
```

Kohn-Sham gap (eV): 6.75
Largest force on an atom (hartree/bohr): 0.024
LUMO (eV): 4.348
Calculated total energy (eV): -7247.1472
Relative energy (zero: lowest compared OMol25 entry of this formula, charge and spin) (kcal per mole): 10.55
Highest occupied orbital energy (eV): -2.402

Mulliken population analysis, charges in e, atoms 1 to 2: -0.89, -0.35



# 2
# AgFHMgNO3S2

AgFHMgNO3S2 as an isolated structure (ωB97M-V/def2-TZVPD, the OMol25 dataset).

The geometry in ORCA input format:
```
! wB97M-V def2-TZVPD RIJCOSX def2/J DEFGRID3
* xyz 0 3
Ag -2.45718 -1.74723 0.15450
N 0.13450 -0.02358 -0.96063
S -0.11085 -1.79060 -0.98005
S -1.12829 0.89753 -1.05168
O 0.49885 2.94651 -0.14411
O -2.36124 0.23169 -0.47556
F -1.56668 0.84597 -2.69016
Mg 1.77314 1.44696 -0.31469
O 2.02868 3.39313 0.26988
H 1.92752 3.65588 1.19204
*
```

Kohn-Sham gap (spin up / spin down) (eV): 3.49 / 6.57
Largest force on an atom (hartree/bohr): 0.070
LUMO (spin up / spin down) (eV): -1.758 / -3.041
Calculated total energy (eV): -41474.8196
Relative energy (zero: lowest compared OMol25 entry of this formula, charge and spin) (kcal per mole): 50.63
⟨S²⟩: 2.00
Highest occupied orbital energy (spin up / spin down) (eV): -5.251 / -9.615

Mulliken population analysis, charges in e, atoms 1 to 2: 0.53, -0.34



# 3
# C3H4Br2Cl2

A 2-piece molecular cluster, C3H4Br2Cl2 overall (ωB97M-V/def2-TZVPD, the OMol25 dataset).

The geometry in ORCA input format:
```
! wB97M-V def2-TZVPD RIJCOSX def2/J DEFGRID3
* xyz 0 1
Cl 1.43188 -1.57587 0.98008
C 1.37034 0.12940 0.72922
C 2.07697 0.54448 -0.31720
Cl 3.01121 -0.61548 -1.24285
Br 2.20037 2.30827 -0.84238
H 0.59061 0.74147 1.39634
C -2.01537 -0.33748 -0.03401
Br -3.46327 -0.68530 -1.31585
H -1.19272 0.24419 -0.50847
H -2.43956 0.40756 0.63793
H -1.57046 -1.16124 0.51719
*
```

Kohn-Sham gap (eV): 10.17
Largest force on an atom (hartree/bohr): 0.061
LUMO (eV): 0.496
Calculated total energy (eV): -168304.2465
Relative energy (zero: lowest compared OMol25 entry of this formula, charge and spin) (kcal per mole): 25.27
Highest occupied orbital energy (eV): -9.673
SMILES string: Cl/C=C(\Cl)Br.CBr

Mulliken population analysis, charges in e, atoms 1 to 2: -0.16, -0.15



# 4
# C45H43N8NiO2Si

C45H43N8NiO2Si as an isolated structure (ωB97M-V/def2-TZVPD, the OMol25 dataset).

The geometry in ORCA input format:
```
! wB97M-V def2-TZVPD RIJCOSX def2/J DEFGRID3
* xyz -1 3
Ni 0.01413 -0.35025 -0.30923
C 1.20706 0.49580 3.95726
C 1.10559 0.61838 2.58978
N 0.51686 -0.29952 1.81766
C 0.02889 -1.40268 2.46594
C 0.14765 -1.49764 3.86196
N 0.71525 -0.57830 4.61142
C -0.60433 -2.39178 1.63270
C -0.97735 -3.66656 2.03537
C -1.54477 -4.56556 1.13329
C -1.71975 -4.10179 -0.20427
C -1.30981 -2.83685 -0.54984
N -0.76783 -1.99138 0.34378
C -1.39830 -2.25385 -1.89804
C -1.65426 -2.97263 -3.06045
N -1.72803 -2.40893 -4.25874
C -1.52875 -1.09168 -4.29846
C -1.23831 -0.35855 -3.16362
N -1.16490 -0.92320 -1.95979
C -1.93071 -5.91593 1.53716
C -2.65393 -6.77426 0.69379
C -2.99162 -8.04501 1.11770
N -2.67878 -8.54864 2.31063
C -1.99456 -7.73824 3.11956
C -1.60570 -6.45497 2.79286
H 1.68210 1.25949 4.56102
H 1.53169 1.48229 2.09118
H -0.25586 -2.35700 4.38718
H -0.79621 -3.95432 3.06099
H -2.16643 -4.73350 -0.95745
H -1.79418 -4.04715 -3.03141
H -1.58873 -0.61742 -5.27018
H -1.05373 0.70803 -3.22099
H -2.96686 -6.45237 -0.28872
H -3.55126 -8.70576 0.46285
H -1.74321 -8.15345 4.09066
H -1.03968 -5.88330 3.51440
C -4.79150 1.41265 -0.52785
Si -3.64255 2.20640 0.75206
C -4.27462 3.97211 1.03903
C -3.84185 1.20179 2.34087
C -1.91383 2.13396 -0.01222
H -5.81359 1.34234 -0.14703
H -4.45875 0.40312 -0.78243
H -4.81754 1.99701 -1.45084
H -5.36614 3.99624 0.98261
H -3.88710 4.65575 0.28088
H -3.98163 4.36092 2.01554
H -4.89006 1.20396 2.65040
H -3.25316 1.59754 3.17021
H -3.54107 0.16333 2.18199
H -2.06967 2.29796 -1.08253
H -1.57668 1.07723 0.06565
C 4.61607 -1.95050 3.61550
C 3.83329 -2.48444 2.44483
C 3.31054 -3.77226 2.49568
C 2.55668 -4.26698 1.44357
C 2.26354 -3.45621 0.36368
C 2.75846 -2.15385 0.30388
N 2.32321 -1.27013 -0.69511
C 2.36813 -1.45651 -2.07459
C 2.77848 -2.66844 -2.63565
C 2.80611 -2.83872 -4.00863
C 2.44677 -1.79935 -4.85289
C 2.07171 -0.58507 -4.30106
C 2.01372 -0.39091 -2.92739
C 1.57563 0.99300 -2.43788
O 1.67264 1.92674 -3.23484
O 1.08215 1.09456 -1.25499
C 3.60357 -1.68158 1.32322
C 4.25686 -0.32547 1.23741
H 4.70504 -2.70557 4.39536
H 4.10411 -1.08361 4.04094
H 5.62094 -1.63532 3.32691
H 3.49112 -4.38686 3.37028
H 2.15639 -5.27303 1.48323
H 1.59998 -3.81103 -0.41588
H 2.38217 -0.29560 -0.44070
H 3.09638 -3.47291 -1.98629
H 3.12441 -3.79076 -4.41646
H 2.47053 -1.93254 -5.92718
H 1.81430 0.25782 -4.92922
H 4.21346 0.09278 0.23344
H 5.31000 -0.40179 1.51150
H 3.79265 0.38611 1.92545
C -0.76471 3.07303 0.45615
C -1.05345 4.04479 1.56233
C -1.08487 5.41720 1.32019
C -1.30136 6.32214 2.34297
C -1.48773 5.86153 3.64668
C -1.44876 4.49027 3.90714
C -1.22796 3.60066 2.87396
C -1.70672 6.79000 4.71115
N -1.88350 7.53669 5.56873
H 0.05182 2.43848 0.78915
H -0.38052 3.61200 -0.40709
H -0.94284 5.77764 0.30838
H -1.32382 7.38545 2.14321
H -1.58981 4.14274 4.92252
H -1.18084 2.53749 3.08039
*
```

Kohn-Sham gap (spin up / spin down) (eV): 4.66 / 6.00
Largest force on an atom (hartree/bohr): 0.013
LUMO (spin up / spin down) (eV): 1.808 / 1.850
Calculated total energy (eV): -112304.5882
Relative energy (zero: lowest compared OMol25 entry of this formula, charge and spin) (kcal per mole): 0.00
⟨S²⟩: 2.05
Highest occupied orbital energy (spin up / spin down) (eV): -2.853 / -4.150

Mulliken population analysis, charges in e, atoms 1 to 2: 0.35, -1.32



# 5
# C7H14N3S

An isolated ion of composition C7H14N3S and charge +1 (ωB97M-V/def2-TZVPD, the OMol25 dataset).

The geometry in ORCA input format:
```
! wB97M-V def2-TZVPD RIJCOSX def2/J DEFGRID3
* xyz 1 1
C -4.05564 0.83550 -0.08860
N -3.01466 0.11224 0.63390
C -1.84408 -0.18912 0.26451
C -0.99944 -0.66777 1.37987
N 0.28075 -0.48001 1.46673
C 0.90358 0.00989 0.34094
S 1.23346 1.73780 0.35713
N 2.54472 -0.78698 0.51499
C 3.60578 -0.24917 -0.35304
C 0.28721 -0.46151 -0.94186
C -1.15524 0.07935 -1.01545
H -4.94824 0.29248 0.12080
H -3.68659 0.77902 -1.12639
H -4.00323 1.89146 0.12193
H -1.53514 -0.96978 2.35301
H 1.10845 1.79074 1.65738
H 2.87858 -0.47985 1.34271
H 2.52973 -1.79726 0.62046
H 3.47775 0.80225 -0.34527
H 4.62784 -0.58023 -0.25535
H 3.39890 -0.47015 -1.37081
H 0.27643 -1.59844 -0.92684
H 0.82974 -0.15632 -1.75669
H -1.64522 -0.56713 -1.93753
H -1.09544 1.12297 -1.05649
*
```

Kohn-Sham gap (eV): 9.01
Largest force on an atom (hartree/bohr): 0.085
LUMO (eV): -3.649
Calculated total energy (eV): -22782.4637
Relative energy (zero: lowest compared OMol25 entry of this formula, charge and spin) (kcal per mole): 64.11
Highest occupied orbital energy (eV): -12.654
SMILES string: C/N=C1/C=N[C@@](S)([NH2+]C)CC1

Mulliken population analysis, charges in e, atoms 1 to 2: -0.78, -0.53



# 6
# C37H37ClGaI2N6OP

C37H37ClGaI2N6OP as an isolated structure (ωB97M-V/def2-TZVPD, the OMol25 dataset).

The geometry in ORCA input format:
```
! wB97M-V def2-TZVPD RIJCOSX def2/J DEFGRID3
* xyz 2 1
Ga -0.45525 0.62719 -0.35690
I -6.77441 3.62112 1.34684
C -4.79789 2.97915 1.30932
C -4.27057 2.28118 2.38611
C -2.95886 1.82711 2.34600
I -2.22945 0.72690 3.95547
C -2.14621 2.07027 1.24029
O -0.88103 1.59610 1.16875
C -2.68459 2.80419 0.17401
C -1.80048 3.12105 -0.99490
N -1.37656 1.89427 -1.76515
C -2.50370 1.24409 -2.46232
C -3.15489 0.23036 -1.56157
C -4.45806 -0.18499 -1.75613
C -5.04796 -0.99418 -0.79942
C -4.32636 -1.32668 0.33787
C -3.02256 -0.89326 0.44493
N -2.42764 -0.16891 -0.51532
C -3.99907 3.24545 0.20743
H -4.88141 2.08012 3.25551
H -0.88613 3.59366 -0.63651
H -2.29831 3.80797 -1.68053
H -0.72052 2.20379 -2.47410
H -2.14354 0.78097 -3.38238
H -3.24707 1.99095 -2.74944
H -5.01279 0.15770 -2.61945
H -6.07146 -1.32344 -0.91905
H -4.76448 -1.90134 1.14114
H -2.44227 -1.09672 1.33232
H -4.39516 3.81527 -0.62473
Cl 0.12048 -0.81278 -2.89407
C 1.17798 -2.12262 -2.38394
C 1.77642 -2.84857 -3.39824
C 2.55861 -3.94311 -3.06592
C 2.70683 -4.31653 -1.73736
C 2.09516 -3.57745 -0.74101
C 1.34259 -2.43533 -1.03906
P 0.53571 -1.56508 0.33266
C 1.72902 -1.24908 1.65945
C 1.26600 -0.44273 2.70083
C 2.09128 -0.15255 3.77748
C 3.38541 -0.65164 3.81215
C 3.85566 -1.43916 2.76862
C 3.03305 -1.74340 1.69468
C -0.58753 -2.84623 0.95032
C -0.79663 -3.03842 2.31338
C -1.71134 -3.99199 2.73904
C -2.41060 -4.75188 1.81302
C -2.19432 -4.56861 0.45219
C -1.28640 -3.61817 0.01884
H 1.61901 -2.56901 -4.43055
H 3.03205 -4.51643 -3.85120
H 3.28879 -5.19008 -1.47833
H 2.18189 -3.89990 0.28913
H 0.26922 -0.01609 2.66822
H 1.72261 0.47252 4.58017
H 4.03230 -0.42311 4.64854
H 4.86780 -1.82027 2.79040
H 3.42757 -2.34158 0.88494
H -0.24895 -2.46035 3.04477
H -1.86739 -4.14765 3.79806
H -3.11458 -5.50060 2.15113
H -2.72803 -5.17313 -0.26891
H -1.11883 -3.48268 -1.04338
C 2.66248 0.70401 -1.00890
N 3.90906 1.41363 -1.09661
C 4.14084 2.14576 0.15320
N 3.06882 3.11148 0.39598
C 1.81769 2.41611 0.51922
N 1.48027 1.61753 -0.73837
C 1.50280 2.61464 -1.87982
N 2.74844 3.32267 -1.98456
C 3.83749 2.36811 -2.20193
C 2.99974 4.04184 -0.72956
H 2.72314 -0.01142 -0.19732
H 2.47299 0.19188 -1.95085
H 5.09325 2.66990 0.08787
H 4.18239 1.43795 0.98369
H 1.00516 3.11997 0.69250
H 1.85750 1.71846 1.35283
H 0.71252 3.34571 -1.71267
H 1.32504 2.05958 -2.80623
H 4.77832 2.91122 -2.27561
H 3.66979 1.83033 -3.13697
H 2.19893 4.76262 -0.55539
H 3.94118 4.58234 -0.81461
*
```

Kohn-Sham gap (eV): 7.73
Largest force on an atom (hartree/bohr): 0.002
LUMO (eV): -5.095
Calculated total energy (eV): -140335.7630
Relative energy (zero: lowest compared OMol25 entry of this formula, charge and spin) (kcal per mole): 0.00
Highest occupied orbital energy (eV): -12.824

Mulliken population analysis, charges in e, atoms 1 to 2: 2.03, 0.15



# 7
# C4H6N2O

The molecule C4H6N2O (ωB97M-V/def2-TZVPD, the OMol25 dataset).

The geometry in ORCA input format:
```
! wB97M-V def2-TZVPD RIJCOSX def2/J DEFGRID3
* xyz 0 1
N -2.19438 0.50553 -0.11289
C -0.84123 0.23652 -0.20344
C -0.53957 -1.10668 -0.03055
N 0.81389 -1.15478 0.28637
C 1.31638 0.08606 0.22349
O 2.60784 0.25322 0.57638
C 0.34755 1.00720 -0.14481
H -2.67828 1.15910 -0.71183
H -2.54242 -0.43118 0.10273
H -0.93048 -1.83596 -0.72903
H 1.30739 -1.96227 0.62163
H 2.83343 1.17116 0.39673
H 0.49988 2.07207 -0.27478
*
```

Kohn-Sham gap (eV): 7.96
Largest force on an atom (hartree/bohr): 0.031
LUMO (eV): 0.834
Calculated total energy (eV): -9271.5585
Relative energy (zero: lowest compared OMol25 entry of this formula, charge and spin) (kcal per mole): 44.82
Highest occupied orbital energy (eV): -7.123
SMILES string: Nc1c[nH]c(O)c1

Mulliken population analysis, charges in e, atoms 1 to 2: -0.49, 0.52